Entry 1:
ORCA calculation (ωB97M-V with the def2-TZVPD basis set) on C4H6N2 as an isolated structure.

Output
LUMO level, Ha: 0.008
Relative energy (zero: lowest compared OMol25 entry of this formula, charge and spin), kJ/mol: 429.4

Geometry as XYZ:
```
12
Properties=species:S:1:pos:R:3:forces:R:3:nbo_charge:R:1
N -1.6747 -2.1293 -0.0847 0.8133 0.7915 0.0284 -0.314
N 1.4813 -0.6223 -0.1460 0.0181 -0.1821 -0.0519 -0.809
C -0.2007 0.9836 0.7859 0.0874 0.0511 0.2708 -0.588
C -0.8797 -1.2879 -0.1200 -0.6813 -0.6703 0.0038 0.244
C -0.1877 0.8703 -1.1863 -0.1603 -0.1927 0.0928 -0.111
C 0.1086 -0.1947 -0.2454 -0.0702 0.1215 -0.1349 -0.114
H -0.8185 0.5854 1.5922 0.0431 -0.0412 -0.1321 0.253
H 1.5781 -1.4850 0.3774 0.0015 0.0966 -0.0585 0.373
H 0.7576 1.3744 1.1144 -0.1522 -0.1366 0.0344 0.261
H -0.7736 1.8199 0.3591 -0.0272 0.1294 -0.1642 0.280
H -1.2739 0.8263 -1.3796 0.1445 0.0275 0.0539 0.142
H 1.8832 -0.7406 -1.0671 -0.0169 0.0051 0.0574 0.383
```
Forces are in eV/Å.



Entry 2:
ORCA calculation (ωB97M-V with the def2-TZVPD basis set) on one molecule with the formula C4H6N2.

Output
LUMO level, Ha: 0.034
Relative energy (zero: lowest compared OMol25 entry of this formula, charge and spin), kJ/mol: 238.2

Geometry as XYZ:
```
12
Properties=species:S:1:pos:R:3:forces:R:3:nbo_charge:R:1
N 1.3747 2.0969 1.0851 0.5072 0.6655 0.5246 -0.319
N -0.7421 -1.2651 -0.8067 0.6270 1.5640 -0.5831 -0.608
C -0.1261 0.2644 -1.2793 -1.4820 -2.3531 -1.5894 -0.232
C 0.5587 -0.2629 1.1078 -1.0034 -2.0278 -0.0613 -0.531
C 1.1102 1.0046 1.3055 0.3998 2.0620 -0.5225 0.281
C -0.5400 -0.1210 0.0286 0.5291 -0.0736 2.2344 -0.092
H 0.8376 0.0502 -1.7038 0.3264 0.1589 0.3311 0.222
H 0.1498 -0.6529 2.0353 -0.0726 -0.2591 0.0690 0.248
H -0.7793 0.8796 -1.8807 -0.0565 -0.0345 0.0230 0.212
H 1.3478 -0.9331 0.7639 -0.1840 -0.2023 -0.0828 0.260
H -1.7429 -1.4448 -0.9354 0.3471 0.6056 -0.4589 0.356
H -1.4148 0.4153 0.3967 0.0617 -0.1055 0.1160 0.202
```
Forces are in eV/Å.



Entry 3:
ORCA calculation (ωB97M-V with the def2-TZVPD basis set) on one molecule with the formula C4H6N2.

Output
LUMO level, Ha: 0.021
Relative energy (zero: lowest compared OMol25 entry of this formula, charge and spin), kJ/mol: 408.9

Geometry as XYZ:
```
12
Properties=species:S:1:pos:R:3:forces:R:3:nbo_charge:R:1
N 2.2508 0.3998 0.1424 0.0213 0.2821 -0.0781 -0.751
N -0.5057 -1.6397 0.1787 -0.2738 -0.0108 0.1758 -0.689
C -0.1067 0.9273 -0.2195 0.4589 -0.1768 -0.9769 -0.213
C 1.0847 0.3297 -0.4525 0.2439 -0.8979 0.0894 0.195
C -1.4039 0.5439 -0.0392 0.3309 0.0125 0.0603 -0.417
C -1.5498 -0.8883 0.1572 0.1890 0.0765 0.2161 0.099
H -0.7434 -2.6219 0.2946 -0.0509 0.0833 -0.0682 0.343
H 0.4430 1.6606 -0.9298 -1.5188 1.2070 0.7227 0.280
H 2.3680 0.6737 1.1113 -0.0528 0.1630 -0.0867 0.371
H -2.5689 -1.2865 0.2693 0.2201 0.0986 -0.0705 0.163
H 3.0692 0.4529 -0.4429 0.1001 -0.6248 0.2380 0.394
H -2.2569 1.2182 -0.0546 0.3322 -0.2127 -0.2220 0.225
```
Forces are in eV/Å.



Entry 4:
ORCA calculation (ωB97M-V with the def2-TZVPD basis set) on one molecule with the formula C4H6N2.

Output
LUMO level, Ha: 0.038
Relative energy (zero: lowest compared OMol25 entry of this formula, charge and spin), kJ/mol: 55.1

Geometry as XYZ:
```
12
Properties=species:S:1:pos:R:3:forces:R:3:nbo_charge:R:1
N -0.8895 0.3932 1.6667 -0.0697 0.1820 0.0833 -0.327
N -0.7829 -0.9388 1.6636 0.1156 0.0917 -0.1473 -0.261
C -0.3694 0.9766 0.5605 0.0547 -0.0943 -0.0545 -0.065
C 0.1197 -0.0439 -0.2280 -0.0639 0.0034 0.0796 -0.141
C -0.1704 -1.2072 0.5200 0.0040 -0.1563 -0.0330 -0.063
C 0.7967 0.0368 -1.5634 0.0494 0.0134 -0.0849 -0.624
H 0.0446 -2.2369 0.2608 -0.0197 0.1494 0.0097 0.205
H 1.7539 0.5652 -1.5034 -0.1159 -0.0689 0.0052 0.218
H 0.9997 -0.9658 -1.9541 -0.0473 0.1601 0.0911 0.220
H 0.1789 0.5578 -2.3019 0.0656 -0.0672 0.1022 0.218
H -1.3211 0.8462 2.4545 0.0342 -0.0402 -0.0967 0.405
H -0.3848 2.0493 0.4182 -0.0070 -0.1732 0.0453 0.216
```
Forces are in eV/Å.



Entry 5:
ORCA calculation (ωB97M-V with the def2-TZVPD basis set) on one molecule with the formula C4H6N2.

Output
LUMO level, Ha: 0.034
Relative energy (zero: lowest compared OMol25 entry of this formula, charge and spin), kJ/mol: 446.0

Geometry as XYZ:
```
12
Properties=species:S:1:pos:R:3:forces:R:3:nbo_charge:R:1
N 0.3507 -0.1738 -1.6291 0.2765 -0.0118 0.5486 -0.320
N -1.0188 -0.2982 -1.9884 -0.4128 0.0957 0.2153 -0.410
C 0.9452 0.6387 1.8284 -0.0271 0.1014 0.0439 -0.620
C -2.0030 0.0541 -1.2134 0.2356 -0.2151 -0.5335 -0.118
C 0.9802 -0.4749 0.8141 -0.0856 -0.0185 -0.2451 -0.333
C 0.6056 -0.3282 -0.4271 0.0062 -0.0184 -0.1104 0.393
H 1.3114 -1.4653 1.1182 -0.0405 0.1147 -0.0690 0.240
H 0.2762 1.4385 1.5032 0.1124 -0.0984 0.0368 0.231
H 1.9428 1.0609 1.9894 -0.1026 -0.0772 -0.0176 0.218
H -2.9103 -0.1172 -1.8251 0.0947 0.0201 0.1347 0.116
H 0.5840 0.2621 2.7898 0.0272 0.0432 -0.1456 0.221
H -1.0640 -0.5967 -2.9601 -0.0839 0.0642 0.1418 0.382
```
Forces are in eV/Å.



Entry 6:
ORCA calculation (ωB97M-V with the def2-TZVPD basis set) on one molecule with the formula C4H6N2.

Output
LUMO level, Ha: 0.033
Relative energy (zero: lowest compared OMol25 entry of this formula, charge and spin), kJ/mol: 171.6

Geometry as XYZ:
```
12
Properties=species:S:1:pos:R:3:forces:R:3:nbo_charge:R:1
N 0.1290 -1.3629 -0.5219 0.1174 -0.1050 -0.1618 -0.549
N 2.9029 0.9353 -0.4530 -1.0294 -0.5534 0.2356 -0.307
C 0.9737 -0.5924 0.3964 0.1484 0.0674 0.2722 -0.204
C -1.3556 0.8272 -0.0837 0.1193 -0.0641 -0.0801 -0.631
C -0.5041 -0.3608 0.3295 -0.1472 -0.0140 0.2462 -0.035
C 1.9969 0.2979 -0.1140 0.6783 0.5826 -0.2418 0.256
H 0.3496 -1.0608 -1.4654 -0.4616 0.2523 -0.0803 0.361
H -1.0679 1.3527 -0.9984 0.2303 -0.1935 0.1225 0.222
H 1.3452 -1.1850 1.2280 -0.0012 0.1772 0.0181 0.236
H -2.3760 0.4471 -0.2232 0.2127 0.0915 -0.0876 0.225
H -1.4145 1.5583 0.7326 0.1673 -0.1736 -0.1532 0.228
H -0.9792 -0.8566 1.1730 -0.0342 -0.0675 -0.0898 0.198
```
Forces are in eV/Å.



Entry 7:
ORCA calculation (ωB97M-V with the def2-TZVPD basis set) on one molecule with the formula C4H6N2.

Output
LUMO level, Ha: 0.007
Relative energy (zero: lowest compared OMol25 entry of this formula, charge and spin), kJ/mol: 409.4

Geometry as XYZ:
```
12
Properties=species:S:1:pos:R:3:forces:R:3:nbo_charge:R:1
N 0.4866 -0.0367 -0.0875 -1.1861 0.6977 0.3434 -0.474
N -1.7188 0.6441 -0.3327 -1.1870 -1.2003 -0.3959 -0.542
C 1.4905 -1.0699 -0.5526 -0.0482 0.3286 0.3814 -0.413
C -0.3770 1.1324 1.3404 1.1629 -1.6985 -0.4746 0.021
C -0.6496 -0.0038 -0.7420 -0.5841 0.0824 -0.3426 0.250
C -1.6457 1.1294 0.9470 0.9985 -0.0688 -0.6221 -0.102
H 0.5204 1.5758 1.6808 0.1231 0.2519 0.7797 0.228
H 1.1681 -1.5754 -1.4878 -0.2019 0.5544 0.5286 0.202
H 1.6326 -1.8718 0.1818 -0.1565 0.3325 0.0620 0.203
H -0.8005 -0.5727 -1.6521 0.2744 0.0001 -0.2243 0.177
H -2.6087 1.3003 1.4727 1.1387 0.5066 -0.2681 0.249
H 2.4793 -0.6459 -0.7685 -0.3337 0.2133 0.2326 0.202
```
Forces are in eV/Å.



Entry 8:
ORCA calculation (ωB97M-V with the def2-TZVPD basis set) on C4H6N2 as an isolated structure.

Output
LUMO level, Ha: 0.028
Relative energy (zero: lowest compared OMol25 entry of this formula, charge and spin), kJ/mol: 371.9

Geometry as XYZ:
```
12
Properties=species:S:1:pos:R:3:forces:R:3:nbo_charge:R:1
N 2.8541 -0.3283 0.5097 -0.0477 0.3370 -1.0384 -0.610
N -0.3837 -1.0758 -0.3585 0.0224 -0.0870 -0.4103 -0.576
C -1.4717 -0.0773 -0.3338 -0.4875 0.1083 -0.1642 -0.202
C -0.4772 0.9604 0.2389 -0.0344 0.3362 -0.1984 -0.450
C 1.8598 -0.0795 -0.2408 -0.0578 -0.1769 1.1213 0.170
C 0.5391 -0.0755 -0.1101 0.8754 0.1438 0.1075 0.106
H -0.1993 -1.6241 -1.1860 -0.3933 -0.2860 0.0506 0.388
H -1.7850 0.1815 -1.3414 -0.3700 0.0875 -0.0109 0.189
H -0.5926 1.2126 1.3034 0.1850 -0.2574 -0.3051 0.226
H -0.3017 1.8655 -0.3326 -0.4615 0.1936 -0.0023 0.236
H -2.2999 -0.3608 0.3103 -0.1331 0.0167 -0.1571 0.196
H 2.3252 -0.5588 1.3430 0.9025 -0.4157 1.0073 0.326
```
Forces are in eV/Å.



Entry 9:
ORCA calculation (ωB97M-V with the def2-TZVPD basis set) on one molecule with the formula C4H6N2.

Output
LUMO level, Ha: 0.035
Relative energy (zero: lowest compared OMol25 entry of this formula, charge and spin), kJ/mol: 130.2

Geometry as XYZ:
```
12
Properties=species:S:1:pos:R:3:forces:R:3:nbo_charge:R:1
N 1.8255 0.1802 0.6035 -0.0227 -0.1148 0.2674 -0.803
N -1.1934 -1.0720 -0.9695 0.0096 0.3818 -0.2095 -0.405
C -1.4966 0.1711 -0.8581 -0.0303 -0.2408 -0.4085 0.084
C 0.0506 -1.2415 -0.3224 0.2304 -0.0587 0.0703 -0.148
C 0.5127 -0.0977 0.2229 -0.3316 -0.2288 0.0466 0.157
C -0.5893 0.9065 0.0882 -0.1534 -0.0621 0.0144 -0.537
H 0.5482 -2.2041 -0.3391 -0.0477 0.1213 -0.1191 0.198
H -1.3405 0.8309 0.9129 0.8325 0.3453 0.3128 0.266
H 2.4207 -0.6340 0.5005 -0.0531 0.1774 0.1397 0.378
H -0.3023 1.9515 -0.0515 -0.1776 -0.2443 -0.2015 0.245
H -2.3897 0.5963 -1.2964 -0.1771 -0.0804 0.1710 0.191
H 1.9540 0.6127 1.5090 -0.0789 0.0041 -0.0836 0.375
```
Forces are in eV/Å.



Entry 10:
ORCA calculation (ωB97M-V with the def2-TZVPD basis set) on a 2-piece molecular cluster, C4H6N2 overall.

Output
LUMO level, Ha: 0.024
Relative energy (zero: lowest compared OMol25 entry of this formula, charge and spin), kJ/mol: 338.8

Geometry as XYZ:
```
12
Properties=species:S:1:pos:R:3:forces:R:3:nbo_charge:R:1
N 2.1736 0.9526 -0.9947 0.5112 -1.0774 -1.5665 -0.753
N 0.7433 0.7483 0.9968 -0.3244 -0.0464 0.0885 -0.642
C 2.2196 0.0375 -1.7322 0.2656 0.8508 0.2101 0.200
C -1.2469 -0.9171 0.6231 -0.0157 -0.2613 0.2624 -0.487
C -1.0607 -0.0800 -0.6660 0.1159 0.2007 -0.0443 -0.475
C -0.1944 0.0720 0.5010 0.0648 0.3659 0.4068 0.375
H -0.9264 -1.9527 0.5779 -0.1842 -0.0004 -0.0334 0.244
H -2.0573 -0.6987 1.3163 0.0446 -0.0865 -0.2455 0.239
H -1.7516 0.7358 -0.8727 0.0515 -0.2100 0.0741 0.241
H -0.6721 -0.5814 -1.5541 -0.0440 0.0987 0.3246 0.259
H 1.6619 1.1918 -0.1006 0.0176 0.3834 0.2391 0.423
H 1.1109 0.4919 1.9053 -0.5030 -0.2174 0.2840 0.375
```
Forces are in eV/Å.